{
  "formula": "C14H22CoI2NO4P2S",
  "method": "ωB97M-V/def2-TZVPD",
  "species": ["I", "I", "Co", "S", "P", "P", "O", "O", "O", "O", "N", "C", "C", "C", "C", "C", "C", "C", "C", "C", "C", "C", "C", "C", "C", "H", "H", "H", "H", "H", "H", "H", "H", "H", "H", "H", "H", "H", "H", "H", "H", "H", "H", "H", "H", "H", "H"],
  "coordinates": [[-5.30839, 0.92841, -2.39713], [-4.39639, -0.58964, -4.25148], [-0.66848, -0.30376, -0.84905], [0.85202, 0.25995, 4.22334], [-0.44192, 1.35346, -2.06257], [-1.89771, -1.89212, -0.48661], [1.96403, -1.42322, -0.41094], [0.43713, 1.34536, 0.68369], [0.82479, 1.22793, 5.29542], [0.51972, -1.10980, 4.52289], [0.06102, 0.76466, 2.88129], [3.39986, 1.08970, 1.33431], [1.28755, 1.95074, -2.19081], [0.88586, -1.03562, -0.65118], [-2.29452, -2.86058, -1.97427], [2.44409, 0.34715, 3.42536], [4.65887, 0.71064, 1.79953], [2.29294, 0.84867, 2.15158], [0.84307, 1.01762, 1.82828], [3.69403, -0.03873, 3.91348], [-1.30089, 2.79178, -1.30952], [4.80443, 0.12008, 3.06740], [-1.25071, -3.11902, 0.71700], [-1.08412, 1.32055, -3.75660], [-3.54365, -1.44826, 0.13895], [3.25431, 1.56735, 0.36895], [-1.35514, -3.15919, -2.46162], [-3.41316, -0.94918, 1.10648], [-2.88589, -2.23022, -2.65724], [5.79794, -0.18540, 3.39426], [1.95263, 1.10567, -2.42732], [1.57035, 2.35987, -1.20885], [-0.69579, 0.42476, -4.24760], [-4.01487, -0.75078, -0.55917], [-1.07552, 3.69817, -1.87830], [-2.88630, -3.75109, -1.71505], [-2.17793, 1.24932, -3.71602], [3.76218, -0.45722, 4.91359], [-2.37166, 2.57799, -1.31732], [-1.02097, -2.61673, 1.66673], [-0.92878, 2.86553, -0.28036], [-0.32353, -3.55675, 0.31476], [1.37036, 2.71621, -2.97176], [-4.15467, -2.34652, 0.22774], [-0.75034, 2.22209, -4.28156], [5.54769, 0.87985, 1.19578], [-1.98352, -3.91967, 0.89148]],
  "forces_ev_per_a": [[-0.499, 0.917, 0.865], [0.228, -0.737, -1.130], [-0.612, 2.583, 2.237], [1.865, -0.379, 2.008], [0.022, 4.540, -2.857], [-4.174, -4.113, 0.601], [-4.871, 1.586, -1.118], [-0.429, -1.167, 0.834], [-0.509, -0.630, -1.578], [-0.274, 0.951, -0.839], [-2.246, -0.099, 0.769], [0.478, -0.113, -0.058], [0.190, -0.608, 0.333], [9.113, -3.416, 1.428], [0.408, 0.126, -0.302], [0.929, -0.711, 1.059], [-0.538, 0.299, -0.332], [-0.860, 0.513, -0.792], [2.373, 0.552, -1.551], [-0.335, 0.077, -0.168], [0.164, -0.732, 0.329], [-0.533, 0.015, 0.492], [0.573, 0.351, -0.061], [0.104, -0.492, 0.175], [0.424, 0.440, 0.172], [0.166, -0.150, 0.119], [-0.363, -0.090, -0.034], [-0.281, -0.159, -0.086], [0.310, -0.281, 0.242], [-0.294, 0.058, 0.013], [-0.080, 0.373, -0.045], [-0.102, -0.100, -0.453], [-0.080, 0.171, -0.243], [0.023, -0.127, 0.144], [-0.036, -0.155, 0.011], [0.263, 0.260, 0.061], [0.298, 0.133, -0.110], [0.222, 0.048, -0.171], [0.009, 0.232, 0.047], [-0.071, -0.203, -0.147], [-0.289, 0.248, -0.302], [-0.294, 0.045, 0.189], [-0.120, -0.188, 0.175], [0.019, 0.012, 0.120], [-0.156, -0.179, 0.056], [-0.235, -0.039, 0.054], [0.098, 0.336, -0.155]],
  "relative_energy_kcal_mol": 0.0,
  "multiplicity": 5,
  "s2": 6.04,
  "energy_ha": -3960.733764,
  "charge": 2
}